[1]
Molecular formula: C3H6OS
Method: DFT, the ωB97M-V functional and the def2-TZVPD basis

For the HOMO-LUMO gap, the calculation gives 0.30566 Eh. Its charge is 0. The value obtained for the LUMO energy is -0.4809 eV. The calculation puts the energy above the lowest of the compared OMol25 structures with the same formula, charge and spin at 239.0 kJ/mol.

Last column: Löwdin charge in e.
Atoms and positions in Å:
C -1.8604 -1.0084 0.0769  -0.14
C -0.6714 0.9949 0.3764  -0.27
C 0.7335 0.6798 -0.2432  -0.63
H -1.2894 -1.6680 -0.6010  0.08
H -2.9894 -1.1068 -0.1746  0.12
H -1.6101 -1.1237 1.1935  0.12
H -0.7449 2.0722 0.4789  0.11
H -0.5753 0.7391 1.4034  0.08
H 0.7286 1.4082 -1.1301  0.07
O -1.6804 0.2874 -0.3724  -0.20
S 1.9196 -0.4136 0.0342  0.65

=====

[2]
Molecular formula: C14H23BiN3O7P2S
Method: DFT, the ωB97M-V functional and the def2-TZVPD basis

For the HOMO-LUMO gap, the calculation gives 0.31250 Eh. Its charge is +1. The value obtained for the LUMO energy is -3.1056 eV. The calculation puts the energy above the lowest of the compared OMol25 structures with the same formula, charge and spin at 0.0 kJ/mol.

Last column: Löwdin charge in e.
Atoms and positions in Å:
Bi 10.8166 14.2590 7.4144  1.65
N 14.3190 16.9006 4.7411  0.14
C 13.6897 16.8110 6.1257  -0.48
C 14.3745 17.8543 7.0172  -0.07
P 14.0464 15.0004 6.5867  0.37
O 14.4033 15.0770 8.1172  -0.12
O 15.1785 14.6341 5.6875  -0.27
O 12.7692 14.1508 6.4664  -0.48
P 11.9157 17.1332 5.9128  0.34
O 11.8009 18.6959 6.1969  -0.10
O 11.7028 16.7886 4.4718  -0.30
O 11.1414 16.4235 7.0489  -0.57
H 15.0622 16.1145 4.6977  0.15
H 14.5966 17.8439 4.4202  0.18
H 13.5083 16.5882 4.1450  0.13
H 15.4424 17.6153 7.2308  0.11
H 13.8661 17.9800 7.9673  0.09
H 14.4002 18.7853 6.5152  0.07
H 15.2752 14.6267 8.3045  0.14
H 11.2915 18.9306 6.9800  0.10
C 7.0420 10.2594 5.6531  -0.06
C 7.1352 11.1445 4.4055  -0.15
N 7.5414 12.5154 4.8045  -0.10
C 6.4927 13.5306 4.7734  -0.25
C 5.4320 13.3800 5.8315  -0.06
C 8.7947 12.6717 5.1964  -0.61
S 9.3240 14.3696 5.4346  0.66
N 9.6237 11.6181 5.1645  0.11
C 10.6148 11.4015 5.9873  -0.40
O 10.8242 12.0978 7.0622  -0.30
C 11.3304 10.1106 5.8134  -0.15
C 12.3043 9.7743 6.6960  -0.04
C 12.9003 8.5464 6.5635  -0.06
C 12.5692 7.6544 5.5153  -0.04
C 11.5976 8.0488 4.5973  -0.08
C 10.9804 9.2501 4.7642  -0.03
H 6.6047 9.2788 5.4545  0.09
H 6.4973 10.7348 6.4398  0.06
H 8.0795 10.1003 5.9847  0.07
H 6.1572 11.2668 3.9434  0.12
H 7.9326 10.6791 3.8069  0.12
H 6.0149 13.4691 3.7845  0.13
H 6.9445 14.5210 4.7948  0.07
H 4.9963 12.3454 5.9466  0.09
H 4.6791 14.1154 5.5380  0.09
H 5.8347 13.6596 6.8030  0.08
H 12.5089 10.4410 7.5301  0.12
H 13.7276 8.2475 7.2535  0.12
H 13.0205 6.6791 5.4335  0.11
H 11.3431 7.4509 3.7320  0.11
H 10.2515 9.5282 3.9995  0.11

=====

[3]
Molecular formula: AlF6P
Method: DFT, the ωB97M-V functional and the def2-TZVPD basis

For the HOMO-LUMO gap, the calculation gives 0.13916 Eh. Its charge is +2. The value obtained for the LUMO energy is -18.9095 eV. The calculation puts the energy above the lowest of the compared OMol25 structures with the same formula, charge and spin at 272.8 kJ/mol.

Last column: Löwdin charge in e.
Atoms and positions in Å:
Al -0.8240 -3.0175 -0.7779  1.61
P 0.1385 0.4733 0.1302  0.29
F 0.1348 -0.9057 1.0077  -0.07
F -1.1748 -0.0625 -0.7821  -0.07
F -0.9216 0.9692 1.2234  0.09
F 0.2411 1.8662 -0.7779  0.09
F 1.4173 1.0147 0.9690  0.08
F 0.9887 -0.3376 -0.9923  -0.02

=====

What is the formula in the third record?
AlF6P